Model 1:
DFT (wB97M-V/def2-TZVPD) results for one molecule with the formula C22H28N2O4.

Summary:
* total charge: 0
* orbital gap: 0.3870 Eh
* spin multiplicity: 1

Each line ends with the natural charge from an NBO analysis.
CARTESIAN COORDINATES (ANGSTROEM)
C (-5.8119, 0.5370, 1.9250)  -0.607
C (-5.9948, 0.3154, 3.4231)  -0.396
C (-4.8069, 0.7722, 4.2709)  -0.406
C (-3.5627, -0.1098, 4.1608)  -0.228
N (-2.8772, 0.0227, 2.8899)  -0.480
C (-2.7456, -1.0237, 2.0046)  0.730
O (-3.1765, -2.1321, 2.1833)  -0.579
C (-1.9555, -0.5276, 0.8070)  -0.320
C (-1.6410, 0.9336, 1.1204)  -0.301
C (-2.2657, 1.1859, 2.4824)  0.721
O (-2.2279, 2.2051, 3.1193)  -0.578
H (-2.0635, 1.6305, 0.3930)  0.247
C (-0.1091, 1.1387, 1.1999)  -0.262
C (0.4102, 0.1561, 2.2056)  -0.192
C (0.1367, -1.1126, 1.9361)  -0.204
C (-0.6411, -1.3340, 0.6743)  -0.245
H (-0.8578, -2.3874, 0.4953)  0.247
C (0.1155, -0.7020, -0.4995)  -0.194
H (-0.4140, -0.8883, -1.4350)  0.228
C (0.4323, 0.7717, -0.1865)  -0.181
H (0.0993, 1.4996, -0.9277)  0.227
C (1.9466, 0.4556, -0.2554)  -0.312
C (2.6047, 0.9942, -1.5032)  0.713
O (2.9984, 2.1115, -1.7102)  -0.573
N (2.6422, -0.0325, -2.4252)  -0.468
C (2.1247, -1.2309, -1.9760)  0.707
O (2.0600, -2.2352, -2.6342)  -0.573
C (1.6315, -1.0088, -0.5663)  -0.310
H (1.9761, -1.7845, 0.1135)  0.247
C (3.2195, 0.1217, -3.7451)  -0.223
C (4.7010, -0.2519, -3.7500)  -0.401
C (5.3097, -0.0976, -5.1407)  -0.392
C (6.7859, -0.4739, -5.1491)  -0.598
H (7.3456, 0.1627, -4.4677)  0.202
H (6.9173, -1.5079, -4.8382)  0.203
H (7.2031, -0.3596, -6.1465)  0.210
H (5.1956, 0.9369, -5.4712)  0.197
H (4.7679, -0.7346, -5.8431)  0.197
H (5.2312, 0.3906, -3.0434)  0.205
H (4.8055, -1.2869, -3.4167)  0.206
H (2.6645, -0.5290, -4.4252)  0.222
H (3.0907, 1.1664, -4.0379)  0.224
H (2.5106, 0.7010, 0.6414)  0.247
H (0.4177, -1.9446, 2.5594)  0.227
H (0.9436, 0.4949, 3.0775)  0.225
H (0.1231, 2.1706, 1.4645)  0.248
H (-2.5512, -0.6556, -0.0999)  0.249
H (-2.8570, 0.1685, 4.9495)  0.215
H (-3.8248, -1.1659, 4.2615)  0.233
H (-4.5363, 1.7966, 4.0101)  0.220
H (-5.1078, 0.7659, 5.3204)  0.213
H (-6.1891, -0.7427, 3.6105)  0.200
H (-6.8725, 0.8764, 3.7522)  0.204
H (-5.1063, -0.1738, 1.5038)  0.196
H (-5.4530, 1.5457, 1.7283)  0.200
H (-6.7612, 0.4057, 1.4104)  0.213

---

Model 2:
DFT (wB97M-V/def2-TZVPD) results for one molecule with the formula C22H28N2O4.

Summary:
* total charge: 0
* orbital gap: 0.3136 Eh
* spin multiplicity: 1

Each line ends with the natural charge from an NBO analysis.
CARTESIAN COORDINATES (ANGSTROEM)
C (-9.2606, -0.9098, -0.2838)  -0.617
C (-7.9332, -0.2207, -0.0088)  -0.062
O (-6.9037, -1.1567, -0.2597)  -0.501
C (-5.6098, -0.7725, -0.0930)  0.297
C (-5.1913, 0.4889, 0.3157)  -0.309
C (-3.8433, 0.7742, 0.4486)  -0.170
C (-2.8880, -0.1954, 0.1761)  0.102
C (-3.3064, -1.4620, -0.2311)  -0.212
C (-4.6463, -1.7469, -0.3633)  -0.245
H (-4.9780, -2.7237, -0.6775)  0.224
H (-2.5722, -2.2265, -0.4434)  0.206
N (-1.5106, 0.0383, 0.2806)  -0.602
C (-0.8589, 1.1619, 0.6613)  0.680
O (-1.3826, 2.1987, 1.0062)  -0.619
C (0.6715, 0.9939, 0.6465)  -0.135
N (1.0919, -0.0394, -0.2772)  -0.658
C (2.0466, -0.9416, 0.0777)  0.893
O (2.3641, -1.2079, 1.2068)  -0.637
O (2.5386, -1.5485, -1.0281)  -0.524
C (3.6366, -2.4302, -0.7888)  -0.105
C (4.8705, -1.6582, -0.3977)  0.034
C (5.2322, -0.5334, -1.1291)  -0.249
C (6.3373, 0.2135, -0.7644)  -0.195
C (7.0955, -0.1628, 0.3314)  -0.215
C (6.7417, -1.2847, 1.0608)  -0.203
C (5.6301, -2.0273, 0.7020)  -0.222
H (5.3451, -2.8915, 1.2830)  0.214
H (7.3276, -1.5777, 1.9193)  0.214
H (7.9578, 0.4206, 0.6180)  0.214
H (6.6066, 1.0901, -1.3354)  0.212
H (4.6364, -0.2438, -1.9836)  0.215
H (3.3684, -3.1436, -0.0033)  0.204
H (3.7803, -2.9566, -1.7363)  0.204
H (1.0298, 0.1774, -1.2611)  0.410
C (1.3640, 2.3452, 0.3814)  -0.223
C (2.8538, 2.2478, 0.6964)  -0.610
H (3.3373, 3.2114, 0.5629)  0.212
H (3.0081, 1.9275, 1.7239)  0.219
H (3.3443, 1.5266, 0.0439)  0.202
H (0.8945, 3.0610, 1.0627)  0.233
C (1.1159, 2.8210, -1.0570)  -0.405
C (1.3354, 4.3209, -1.2177)  -0.599
H (0.6669, 4.8688, -0.5587)  0.210
H (2.3596, 4.5958, -0.9791)  0.201
H (1.1321, 4.6237, -2.2425)  0.209
H (0.0828, 2.5947, -1.3323)  0.205
H (1.7800, 2.2884, -1.7435)  0.188
H (0.9620, 0.6388, 1.6446)  0.256
H (-0.9215, -0.7538, 0.0533)  0.414
H (-3.5303, 1.7541, 0.7673)  0.246
H (-5.9050, 1.2663, 0.5366)  0.219
H (-7.8902, 0.1167, 1.0363)  0.171
H (-7.8168, 0.6532, -0.6651)  0.171
H (-9.2976, -1.2442, -1.3169)  0.214
H (-10.0801, -0.2206, -0.1014)  0.212
H (-9.3700, -1.7753, 0.3639)  0.214

---

Last place for stability: model 2

---

Model 1:
DFT (wB97M-V/def2-TZVPD) results for a 2-piece molecular cluster, ClHNO2P overall.

Summary:
* total charge: 0
* orbital gap (spin up / spin down): 0.3915 / 0.2099 Eh
* spin multiplicity: 1

Each line ends with the natural charge from an NBO analysis.
CARTESIAN COORDINATES (ANGSTROEM)
N (-0.8912, 2.6277, -1.5048)  0.183
O (-0.8644, 1.6649, -0.8963)  -0.183
O (1.1714, 0.0475, 0.0032)  -0.917
P (0.9054, -1.1416, 0.8298)  1.260
Cl (-0.2493, -2.4243, -0.2523)  -0.297
H (-0.0720, -0.7742, 1.8203)  -0.046

---

Model 2:
DFT (wB97M-V/def2-TZVPD) results for a 2-piece molecular cluster, ClHNO2P overall.

Summary:
* total charge: 0
* orbital gap: 0.2875 Eh
* spin multiplicity: 1

Each line ends with the natural charge from an NBO analysis.
CARTESIAN COORDINATES (ANGSTROEM)
N (0.2261, -0.3756, -0.6975)  -0.002
O (0.9680, -1.2938, -0.9256)  -0.294
O (-1.4559, -1.3158, 0.2670)  -0.983
P (-2.8179, -0.9504, -0.0622)  1.324
Cl (-2.9840, 0.9890, -0.3679)  -0.303
H (0.4968, -0.0093, 0.2314)  0.259

---

Last place for stability: model 1

---

Model 1:
DFT (wB97M-V/def2-TZVPD) results for one molecule with the formula C5H6IN.

Summary:
* total charge: 0
* orbital gap: 0.3453 Eh
* spin multiplicity: 1

Each line ends with the natural charge from an NBO analysis.
CARTESIAN COORDINATES (ANGSTROEM)
C (-0.8714, 3.0411, -0.8358)  0.214
C (-0.1610, 1.9280, -1.2266)  -0.310
C (-0.0321, 0.7236, -0.5730)  0.127
C (0.7683, -0.4385, -1.1113)  -0.664
C (-0.6409, 0.6284, 0.7806)  -0.641
N (-1.4787, 3.9563, -0.5171)  -0.278
I (0.6190, 2.0023, -3.1861)  0.158
H (0.3854, -0.9452, -2.1168)  0.247
H (0.8822, -1.3548, -0.4145)  0.228
H (1.6930, -0.1159, -1.3219)  0.232
H (-1.5983, 0.3141, 0.5813)  0.235
H (-0.6627, 1.5375, 1.2594)  0.231
H (-0.0370, -0.0839, 1.3930)  0.221

---

Model 2:
DFT (wB97M-V/def2-TZVPD) results for one molecule with the formula C5H6IN.

Summary:
* total charge: 0
* orbital gap: 0.3463 Eh
* spin multiplicity: 1

Each line ends with the natural charge from an NBO analysis.
CARTESIAN COORDINATES (ANGSTROEM)
C (0.3349, -1.5824, -0.3839)  -0.175
C (-0.1208, -0.7095, -1.2777)  -0.182
C (-0.4799, 1.5440, 0.0488)  0.067
C (-0.1674, -0.9180, 0.8311)  -0.458
C (-0.8642, 0.1243, -0.0427)  -0.136
N (-1.3504, 2.4185, -0.1963)  -0.584
I (-3.0697, -0.1307, -0.0541)  0.072
H (1.0291, -2.3907, -0.6091)  0.212
H (-0.1711, -0.3549, -2.3275)  0.236
H (0.5535, 1.6212, 0.2347)  0.168
H (-0.6559, -1.5628, 1.5065)  0.232
H (0.5858, -0.3037, 1.4305)  0.203
H (-1.0225, 3.3703, -0.0525)  0.345

---

Last place for stability: model 2

---

Model 1:
DFT (wB97M-V/def2-TZVPD) results for one molecule with the formula C8H13P.

Summary:
* total charge: 0
* orbital gap: 0.3563 Eh
* spin multiplicity: 1

Each line ends with the natural charge from an NBO analysis.
CARTESIAN COORDINATES (ANGSTROEM)
C (0.9268, 1.4940, -0.9549)  -0.396
C (1.0304, -0.9743, -1.5907)  -0.393
C (0.2087, 2.0429, 0.2938)  -0.426
C (0.7612, -1.5607, -0.2391)  -0.375
C (0.1592, 0.2478, -1.4063)  -0.270
C (-0.1849, 0.8491, 1.0434)  -0.482
C (-0.3736, -0.2376, -0.0789)  -0.279
C (-2.0480, -1.2224, 1.9428)  -0.922
P (-1.9136, 0.1745, 0.7430)  0.749
H (0.8961, 2.2809, -1.7450)  0.203
H (1.9763, 1.4264, -0.8823)  0.208
H (2.1057, -0.7640, -1.8374)  0.199
H (0.7497, -1.6051, -2.5123)  0.205
H (0.8685, 2.7114, 0.8752)  0.224
H (-0.7101, 2.6297, -0.0726)  0.202
H (0.3878, -2.5576, -0.3677)  0.205
H (1.5006, -1.6194, 0.4987)  0.205
H (-0.4720, 0.4228, -2.2399)  0.214
H (0.3192, 0.6969, 2.0134)  0.238
H (-1.2170, -1.9033, 1.9325)  0.228
H (-2.9132, -1.7837, 1.6887)  0.231
H (-2.0580, -0.7483, 2.8957)  0.229

---

Model 2:
DFT (wB97M-V/def2-TZVPD) results for one molecule with the formula C8H13P.

Summary:
* total charge: 0
* orbital gap: 0.3341 Eh
* spin multiplicity: 1

Each line ends with the natural charge from an NBO analysis.
CARTESIAN COORDINATES (ANGSTROEM)
C (-0.2028, 1.7055, 0.3582)  -0.147
C (-0.9791, 1.7494, -0.7099)  -0.234
C (0.1048, 0.4948, 1.1720)  -0.267
C (-1.6163, 0.5037, -1.1420)  -0.266
C (0.0307, -0.7476, 0.2779)  -0.242
C (-1.2486, -0.6834, -0.6636)  -0.189
C (1.1330, -0.6705, -0.8556)  -0.639
C (1.3532, 0.6209, 2.0573)  -0.596
P (-1.7969, -2.3559, -1.3196)  0.310
H (0.2250, 2.6651, 0.6346)  0.201
H (-1.0390, 2.6288, -1.1737)  0.208
H (-0.7976, 0.3617, 1.9365)  0.219
H (-2.3693, 0.6316, -1.8106)  0.204
H (-0.0249, -1.6961, 0.8242)  0.214
H (0.8247, 0.3347, -1.1715)  0.225
H (1.2107, -1.4061, -1.6865)  0.228
H (2.1436, -0.5095, -0.3055)  0.198
H (1.2305, 1.3909, 2.7447)  0.213
H (2.3186, 0.6919, 1.4817)  0.206
H (1.3995, -0.2764, 2.6321)  0.209
H (-0.8317, -3.0884, -0.7437)  -0.037
H (-1.0680, -2.3449, -2.5370)  -0.019

---

Last place for stability: model 1

---

Model 1:
DFT (wB97M-V/def2-TZVPD) results for one molecule with the formula C8H16N2O.

Summary:
* total charge: 0
* orbital gap: 0.3887 Eh
* spin multiplicity: 1

Each line ends with the natural charge from an NBO analysis.
CARTESIAN COORDINATES (ANGSTROEM)
C (-2.8081, 0.9181, -0.4669)  -0.619
C (-1.8687, 0.5494, 0.6743)  -0.405
C (-1.5468, -0.9710, 0.6395)  -0.399
C (-0.8935, -1.4491, -0.6849)  -0.409
C (0.4568, -0.7589, -0.9850)  -0.445
C (1.5668, -1.0180, 0.0939)  0.124
C (1.8571, 0.2057, 1.0069)  -0.450
C (2.1889, 1.5357, 0.2952)  -0.057
H (-3.6975, 0.2848, -0.5532)  0.207
H (-3.1161, 1.9624, -0.3807)  0.213
H (-2.3410, 0.7131, -1.4300)  0.202
H (-0.9333, 1.1461, 0.6110)  0.189
H (-2.2837, 0.7793, 1.6891)  0.207
H (-2.4636, -1.5620, 0.8246)  0.207
H (-0.8518, -1.2608, 1.4825)  0.200
H (-0.8493, -2.5498, -0.5962)  0.219
H (-1.6196, -1.2384, -1.5161)  0.203
H (0.3379, 0.2971, -1.2196)  0.208
H (0.8648, -1.1838, -1.9181)  0.223
H (2.7245, -0.0587, 1.6191)  0.218
H (0.9857, 0.3744, 1.6499)  0.222
H (1.2319, 1.8861, -0.2030)  0.153
H (2.4801, 2.2912, 1.0346)  0.172
H (3.1269, 2.0735, -1.2751)  0.470
N (1.6672, -2.3014, 0.5283)  -0.097
N (2.5473, -2.0231, -0.2670)  -0.040
O (3.2369, 1.3581, -0.6531)  -0.717

---

Model 2:
DFT (wB97M-V/def2-TZVPD) results for C8H16N2O as an isolated structure.

Summary:
* total charge: 0
* orbital gap: 0.3693 Eh
* spin multiplicity: 1

Each line ends with the natural charge from an NBO analysis.
CARTESIAN COORDINATES (ANGSTROEM)
C (2.1919, -0.8373, -2.0953)  -0.643
C (2.4540, -0.5030, -0.7901)  -0.324
C (1.3456, 0.4056, 0.0084)  -0.399
C (0.6112, 1.7202, -0.6673)  -0.428
C (-0.6747, 1.7120, 0.3541)  -0.453
C (-1.7564, 0.7499, 0.1943)  0.119
C (-1.7505, -0.8581, 0.5238)  -0.439
C (-1.5305, -1.0406, 1.9723)  -0.064
H (1.4866, -1.6486, -1.9751)  0.198
H (1.6720, -0.0422, -2.7603)  0.206
H (3.0306, -1.3323, -2.5409)  0.229
H (3.6511, 0.2425, -0.6598)  0.123
H (2.7706, -1.4834, -0.3204)  0.215
H (0.5497, -0.4885, -0.1077)  0.178
H (1.5882, 0.6447, 1.0096)  0.214
H (1.2297, 2.7853, -0.6206)  0.227
H (0.5038, 1.6982, -1.8898)  0.228
H (-1.5203, 2.5795, 0.2812)  0.231
H (-0.1539, 1.9109, 1.3381)  0.227
H (-2.9741, -0.9458, 0.5702)  0.236
H (-1.1788, -1.3456, -0.1131)  0.203
H (-0.6530, -0.4887, 2.4664)  0.164
H (-2.3603, -0.4524, 2.6131)  0.173
H (-1.3342, -3.0761, 1.4316)  0.470
N (-2.5327, 1.1822, -0.7992)  -0.099
N (-3.1394, 1.3369, 0.2730)  -0.070
O (-1.5262, -2.4254, 2.3032)  -0.723

---

Last place for stability: model 2